Here is a structure of composition C32H51F3GeMgN3S3Si3 from the OMol25 dataset. Energies are from ωB97M-V with the def2-TZVPD basis set.

⟨S²⟩ = 0.7639
DFT total energy = -164741.194 eV
2S+1 = 2
Largest force on an atom = 0.7 eV/Å
Frontier orbital gap (alpha / beta) = 4.93 / 6.02 eV
Total charge = -2
LUMO energy (alpha / beta) = 4.1 / 4.1 eV

Positions of all 97 atoms, in Å:
Mg1 -0.262 0.253 1.233
S1 2.060 -1.223 2.150
C1 1.131 -1.756 3.577
C2 1.674 -2.923 4.128
C3 1.141 -3.552 5.238
C4 0.032 -2.986 5.854
C5 -0.518 -1.834 5.327
C6 -0.019 -1.188 4.175
S2 -0.922 0.222 3.661
H1 2.562 -3.332 3.656
H2 1.590 -4.458 5.628
H3 -0.399 -3.434 6.743
H4 -1.385 -1.384 5.795
N1 -3.159 6.549 0.026
C7 -3.830 5.337 -0.171
S3 -5.420 5.408 -0.753
C8 -3.119 4.144 0.105
C9 -3.720 2.858 0.001
C10 -3.005 1.733 0.302
N2 -1.708 1.736 0.690
C11 -1.127 2.950 0.798
C12 -1.759 4.135 0.535
H5 -3.792 7.330 0.001
H6 -2.528 6.570 0.816
H7 -4.751 2.795 -0.314
H8 -3.477 0.759 0.245
H9 -0.087 2.939 1.115
H10 -1.200 5.058 0.624
F1 -5.600 -4.774 1.261
C13 -5.223 -3.997 0.227
F2 -6.294 -3.248 -0.112
F3 -4.993 -4.823 -0.817
C14 -4.035 -3.156 0.541
C15 -3.536 -2.303 -0.434
C16 -2.422 -1.545 -0.128
N3 -1.818 -1.571 1.062
C17 -2.317 -2.378 1.995
C18 -3.409 -3.199 1.780
H11 -3.998 -2.245 -1.410
H12 -1.984 -0.878 -0.862
H13 -1.817 -2.359 2.957
H14 -3.772 -3.854 2.559
C19 -2.541 0.067 -3.220
Si1 -0.723 0.669 -3.243
C20 -0.245 0.420 -5.079
C21 -0.810 2.558 -3.002
Ge1 0.597 -0.274 -1.465
Si2 2.732 0.623 -2.106
C22 3.332 0.691 -3.926
C23 4.172 -0.285 -1.234
C24 2.846 2.453 -1.562
Si3 0.929 -2.525 -2.266
C25 2.133 -3.437 -1.104
C26 1.630 -2.821 -4.022
C27 -0.647 -3.611 -2.267
H15 -3.095 0.449 -4.081
H16 -3.057 0.411 -2.319
H17 -2.594 -1.027 -3.247
H18 -0.879 1.018 -5.740
H19 -0.350 -0.629 -5.369
H20 0.793 0.705 -5.261
H21 -1.785 2.969 -3.274
H22 -0.047 3.069 -3.597
H23 -0.631 2.810 -1.955
H24 3.238 -0.285 -4.410
H25 4.381 0.996 -3.983
H26 2.744 1.404 -4.509
H27 4.504 -1.136 -1.837
H28 3.865 -0.675 -0.260
H29 5.033 0.371 -1.076
H30 2.318 3.095 -2.272
H31 3.880 2.802 -1.493
H32 2.376 2.596 -0.584
H33 3.150 -3.054 -1.229
H34 2.152 -4.517 -1.281
H35 1.853 -3.264 -0.062
H36 2.615 -2.361 -4.132
H37 0.975 -2.380 -4.779
H38 1.731 -3.888 -4.243
H39 -1.036 -3.743 -1.255
H40 -0.441 -4.604 -2.677
H41 -1.439 -3.159 -2.872
C28 4.171 1.420 2.278
C29 2.707 1.466 2.743
C30 2.195 2.904 2.597
C31 2.655 1.104 4.229
C32 1.827 0.556 1.847
H42 4.809 2.055 2.903
H43 4.250 1.767 1.243
H44 4.548 0.395 2.324
H45 2.848 3.601 3.135
H46 1.187 2.983 3.009
H47 2.176 3.202 1.545
H48 3.202 1.852 4.815
H49 3.108 0.128 4.410
H50 1.623 1.080 4.578
H51 2.255 0.614 0.836